1.
C23H30BN2O8 | ωB97M-V/def2-TZVPD

Its net charge is +1. The value obtained for the HOMO-LUMO gap is 6.49 eV. The max |F| comes out at 0.107 Eh/bohr. The total energy comes out at -1630.21606 Ha.

Atoms and positions in Å:
C (-1.529, 2.469, 4.854)
C (-0.190, 1.534, 4.706)
C (0.627, 1.943, 3.382)
C (1.161, 0.707, 2.502)
N (0.367, 0.426, 1.265)
C (0.315, 1.470, 0.245)
O (0.998, 2.729, 0.405)
C (-0.476, 1.315, -1.097)
C (-0.500, 2.534, -2.125)
C (0.967, 2.926, -2.678)
O (1.812, 2.100, -3.074)
O (1.269, 4.332, -2.664)
C (2.696, 4.515, -2.560)
C (3.375, 4.384, -1.111)
O (3.399, 4.744, -3.560)
C (-1.209, -0.024, -1.390)
C (-2.012, -0.164, -2.765)
O (-1.348, -0.265, -3.827)
O (-3.452, -0.206, -2.815)
B (-4.016, 1.099, -2.502)
O (-4.352, 2.090, -3.519)
O (-4.238, 1.389, -1.091)
C (-1.101, -1.142, -0.303)
C (-1.818, -2.533, -0.636)
C (-0.674, -3.477, -1.296)
C (0.576, -2.873, -2.045)
C (1.705, -3.779, -2.661)
C (1.640, -5.333, -2.547)
C (0.401, -5.933, -1.823)
C (-0.721, -5.034, -1.199)
C (-0.308, -0.853, 1.030)
C (-0.284, -2.051, 2.099)
C (1.153, -2.762, 2.267)
N (1.567, -3.630, 1.133)
H (-2.429, 1.769, 4.922)
H (-1.699, 3.143, 3.946)
H (-1.392, 3.151, 5.758)
H (-0.513, 0.440, 4.664)
H (0.486, 1.778, 5.609)
H (1.533, 2.614, 3.647)
H (-0.037, 2.597, 2.705)
H (1.288, -0.184, 3.200)
H (2.228, 0.977, 2.139)
H (0.241, 3.376, 0.419)
H (-0.959, 3.467, -1.613)
H (-1.155, 2.350, -3.053)
H (4.311, 5.046, -1.003)
H (2.618, 4.740, -0.329)
H (3.610, 3.282, -0.936)
H (-3.581, 2.699, -3.597)
H (-4.111, 2.364, -1.030)
H (-2.335, -3.020, 0.257)
H (-2.626, -2.399, -1.446)
H (0.729, -1.739, -2.178)
H (2.591, -3.272, -3.194)
H (2.491, -5.952, -2.999)
H (0.355, -7.076, -1.753)
H (-1.611, -5.505, -0.653)
H (-0.536, -1.568, 3.124)
H (-1.082, -2.845, 1.925)
H (2.013, -2.034, 2.471)
H (1.078, -3.455, 3.193)
H (0.838, -4.319, 0.887)
H (1.858, -3.072, 0.320)

2.
C5H9N3 | ωB97M-V/def2-TZVPD

Its net charge is 0. The value obtained for the HOMO-LUMO gap is 9.43 eV. For the energy relative to the best compared isomer or geometry (same formula, charge and spin), the calculation gives 459.1 kJ/mol. The max |F| comes out at 0.133 Eh/bohr. The total energy comes out at -360.02242 Ha.

Atoms and positions in Å:
C (0.913, 1.222, -0.268)
N (2.201, 0.951, -0.211)
N (2.345, -0.368, 0.320)
C (1.107, -1.156, 0.130)
C (-0.037, 0.024, 0.034)
C (-0.907, 0.516, 1.043)
N (-2.006, -0.151, 0.306)
C (-1.294, -0.188, -0.977)
H (0.368, 2.187, -0.612)
H (3.201, -0.847, -0.087)
H (1.017, -1.810, -0.843)
H (1.161, -1.768, 1.105)
H (-1.025, 1.667, 1.060)
H (-0.943, 0.105, 2.159)
H (-2.925, 0.159, 0.211)
H (-1.530, -1.099, -1.695)
H (-1.646, 0.556, -1.675)

3.
BF4H22O11 | ωB97M-V/def2-TZVPD

Its net charge is -1. The value obtained for the HOMO-LUMO gap is 10.01 eV. For the energy relative to the best compared isomer or geometry (same formula, charge and spin), the calculation gives 57.1 kJ/mol. The max |F| comes out at 0.028 Eh/bohr. The total energy comes out at -1265.50773 Ha.

Atoms and positions in Å:
B (8.502, 7.115, 10.261)
F (7.306, 7.544, 9.681)
F (8.236, 5.890, 10.870)
F (9.472, 6.903, 9.250)
F (8.979, 7.999, 11.256)
O (10.937, 3.798, 10.043)
H (10.529, 4.429, 9.436)
H (10.722, 4.134, 10.922)
O (9.625, 5.830, 13.183)
H (9.687, 6.289, 12.340)
H (9.040, 6.381, 13.711)
O (10.189, 10.416, 10.380)
H (10.216, 10.434, 9.415)
H (9.433, 9.851, 10.589)
O (8.875, 4.430, 7.545)
H (8.736, 5.270, 8.001)
H (8.743, 4.639, 6.617)
O (6.388, 8.555, 12.709)
H (6.345, 9.509, 12.824)
H (6.882, 8.433, 11.887)
O (5.364, 4.968, 9.858)
H (6.322, 4.917, 9.962)
H (5.230, 5.595, 9.140)
O (9.667, 8.869, 7.541)
H (9.578, 8.169, 8.234)
H (10.157, 8.447, 6.830)
O (11.140, 9.932, 13.182)
H (11.160, 9.765, 12.229)
H (11.595, 10.772, 13.287)
O (3.987, 7.921, 10.401)
H (4.703, 7.709, 11.016)
H (3.187, 7.664, 10.866)
O (7.391, 2.954, 9.718)
H (7.548, 2.324, 10.428)
H (8.265, 3.307, 9.506)
O (6.641, 6.550, 7.345)
H (7.030, 7.173, 7.990)
H (5.836, 6.980, 7.042)

4.
C26H58MoOP4 | ωB97M-V/def2-TZVPD

Its net charge is +4. The value obtained for the HOMO-LUMO gap (spin up / spin down) is 2.97 / 6.24 eV. For the energy relative to the best compared isomer or geometry (same formula, charge and spin), the calculation gives 0.0 kJ/mol. The max |F| comes out at 0.087 Eh/bohr. The multiplicity is 3. The total energy comes out at -2532.64462 Ha. As for the expectation value of S²: 2.1049.

Atoms and positions in Å:
Mo (0.260, -0.247, -0.014)
P (1.107, -2.262, -0.843)
P (2.115, 1.012, -0.394)
P (-1.900, 0.778, -0.685)
H (1.847, 4.434, -2.299)
C (0.942, 4.162, -2.852)
C (-0.271, 4.181, -2.274)
H (-0.399, 4.482, -1.230)
C (2.216, -2.286, -2.304)
C (1.944, -3.529, 0.179)
C (-0.388, -3.101, -1.489)
C (2.018, 2.759, 0.134)
C (3.648, 0.411, 0.428)
C (2.675, 1.222, -2.125)
C (-2.248, 2.372, 0.157)
C (-3.281, -0.366, -0.298)
C (-2.376, 1.240, -2.379)
H (1.065, 4.002, -3.929)
H (-1.182, 4.077, -2.873)
H (1.696, -1.833, -3.158)
H (2.465, -3.331, -2.535)
H (3.141, -1.736, -2.097)
H (2.189, -4.387, -0.463)
H (1.303, -3.860, 1.003)
H (2.871, -3.110, 0.592)
H (-0.124, -4.138, -1.744)
H (-0.717, -2.564, -2.392)
H (-1.198, -3.098, -0.748)
H (3.012, 3.213, 0.020)
H (1.717, 2.833, 1.185)
H (1.301, 3.303, -0.496)
H (4.484, 1.065, 0.142)
H (3.874, -0.622, 0.130)
H (3.513, 0.441, 1.516)
H (2.169, 2.091, -2.562)
H (2.430, 0.341, -2.728)
H (3.761, 1.384, -2.141)
H (-3.333, 2.546, 0.197)
H (-1.777, 3.172, -0.428)
H (-1.830, 2.406, 1.170)
H (-4.214, 0.061, -0.691)
H (-3.375, -0.534, 0.782)
H (-3.094, -1.330, -0.790)
H (-3.469, 1.304, -2.455)
H (-1.987, 0.466, -3.051)
H (-1.924, 2.202, -2.643)
C (0.123, -0.073, -4.464)
C (0.575, -0.951, -5.523)
C (1.082, -0.421, -6.695)
C (1.137, 0.966, -6.897)
C (0.692, 1.838, -5.898)
C (0.196, 1.348, -4.703)
O (-0.298, -0.525, -3.341)
H (0.857, -0.089, 1.505)
H (0.496, -2.023, -5.346)
H (1.440, -1.096, -7.472)
H (1.524, 1.370, -7.834)
H (0.732, 2.921, -6.045)
H (-0.113, 2.005, -3.890)
C (-0.125, 2.010, 3.280)
C (0.130, 0.586, 3.775)
C (-0.238, 0.509, 5.263)
P (-0.587, -0.694, 2.598)
C (0.205, -2.334, 3.009)
C (0.643, -2.520, 4.464)
C (-0.663, -3.505, 2.523)
C (-2.363, -0.880, 3.134)
C (-2.607, -1.594, 4.472)
C (-3.124, 0.450, 3.122)
H (-1.174, 2.309, 3.414)
H (0.146, 2.147, 2.226)
H (0.492, 2.705, 3.870)
H (1.205, 0.365, 3.675)
H (-1.264, 0.848, 5.454)
H (-0.092, -0.477, 5.712)
H (0.426, 1.202, 5.804)
H (1.127, -2.301, 2.404)
H (-0.208, -2.537, 5.157)
H (1.147, -3.494, 4.554)
H (1.358, -1.753, 4.781)
H (-0.808, -3.495, 1.434)
H (-0.178, -4.454, 2.793)
H (-1.657, -3.499, 2.985)
H (-2.766, -1.529, 2.339)
H (-2.249, -1.002, 5.323)
H (-3.695, -1.709, 4.597)
H (-2.169, -2.594, 4.531)
H (-2.944, 1.042, 2.216)
H (-4.205, 0.240, 3.168)
H (-2.885, 1.066, 4.001)